Entry from the Open Molecules 2025 dataset: a structure of composition C39H53Br2N5OSiY (wB97M-V/def2-TZVPD).

Structure (XYZ):
```
102
C39H53Br2N5OSiY (wB97M-V/def2-TZVPD)
Y 0.420 0.392 -0.986
C -1.769 -0.170 -3.611
N -1.383 -0.909 -2.385
C -2.616 -1.146 -1.612
C -0.763 -2.160 -2.830
C -1.533 -3.199 -3.323
C -0.938 -4.305 -3.910
C 0.440 -4.325 -4.040
C 1.220 -3.298 -3.531
C 0.641 -2.210 -2.866
N 1.309 -1.139 -2.269
C 2.678 -0.922 -2.478
C 3.669 -1.903 -2.355
C 5.007 -1.608 -2.565
C 5.396 -0.314 -2.872
C 4.438 0.687 -2.942
C 3.098 0.400 -2.733
N 2.063 1.428 -2.783
C 1.466 1.413 -4.138
C 2.567 2.782 -2.518
H -2.405 -0.796 -4.242
H -0.887 0.104 -4.184
H -2.340 0.720 -3.348
H -3.428 -1.515 -2.245
H -2.928 -0.203 -1.176
H -2.430 -1.860 -0.817
H -2.613 -3.145 -3.273
H -1.544 -5.117 -4.285
H 0.925 -5.154 -4.540
H 2.287 -3.349 -3.673
H 3.384 -2.903 -2.059
H 5.748 -2.391 -2.473
H 6.437 -0.077 -3.042
H 4.754 1.699 -3.156
H 2.201 1.753 -4.875
H 0.603 2.079 -4.173
H 1.168 0.398 -4.389
H 3.247 3.128 -3.301
H 3.085 2.811 -1.559
H 1.722 3.468 -2.484
Br 0.556 3.623 0.333
C -1.179 3.891 -0.443
Br -1.387 2.802 -2.031
H -1.278 4.925 -0.743
H -1.932 3.567 0.265
C -2.469 0.448 4.670
C -1.255 0.547 3.728
C -0.421 1.771 4.134
C -0.398 -0.710 3.950
Si -1.918 0.528 1.941
O -0.766 0.574 0.770
C -2.857 -1.090 1.744
C -4.248 -1.186 1.797
C -4.896 -2.403 1.621
C -4.160 -3.558 1.401
C -2.773 -3.492 1.359
C -2.138 -2.271 1.525
C -3.115 1.973 1.640
C -3.120 3.166 2.371
C -3.922 4.244 2.015
C -4.759 4.156 0.912
C -4.806 2.972 0.189
C -4.000 1.904 0.557
H -2.126 0.408 5.709
H -3.053 -0.456 4.481
H -3.140 1.304 4.577
H 0.007 1.599 5.128
H -1.012 2.682 4.205
H 0.407 1.980 3.454
H -0.003 -0.712 4.971
H 0.454 -0.756 3.267
H -0.979 -1.623 3.823
H -4.843 -0.296 1.973
H -5.977 -2.449 1.658
H -4.664 -4.506 1.267
H -2.191 -4.390 1.193
H -1.054 -2.237 1.468
H -2.486 3.275 3.238
H -3.897 5.150 2.607
H -5.385 4.994 0.632
H -5.481 2.876 -0.653
H -4.090 0.982 -0.001
C 2.242 1.065 1.850
C 3.072 0.561 3.057
N 3.924 -0.550 2.652
C 3.088 -1.655 2.195
C 2.190 -1.201 1.016
N 2.480 0.214 0.654
C 3.928 0.320 0.335
C 4.780 -0.106 1.557
H 2.535 2.082 1.584
H 1.174 1.058 2.050
H 2.422 0.226 3.866
H 3.703 1.357 3.453
H 2.484 -2.003 3.034
H 3.738 -2.476 1.890
H 1.130 -1.260 1.284
H 2.355 -1.813 0.128
H 4.129 1.354 0.046
H 4.143 -0.315 -0.515
H 5.396 0.719 1.918
H 5.450 -0.923 1.286
```

## Properties
* highest occupied orbital energy: -9.9 eV
* 2S+1: 1
* relative energy (zero: lowest compared OMol25 entry of this formula, charge and spin): 0.011 eV
* E_LUMO: -2.5 eV
* orbital gap: 7.43 eV
* strongest force on any atom: 0.01637 Eh/bohr
* total charge: +1
* electronic energy: -199807.3713 eV